{"formula": "C10H9N", "method": "wB97M-V/def2-TZVPD", "orbital_gap_ev": 8.500, "smiles": "c1ccc(-c2ccc[nH]2)cc1", "mol_weight_da": 143.19, "energy_ha": -441.0755, "symbols": ["C", "C", "C", "C", "C", "C", "C", "C", "C", "C", "H", "H", "H", "H", "H", "H", "H", "H", "H", "N"], "positions_angstrom": [[0.123, -3.157, 0.696], [-0.586, -2.197, 1.486], [-0.612, -0.860, 1.135], [0.031, -0.454, 0.112], [0.676, -1.286, -0.792], [0.726, -2.707, -0.464], [0.058, 0.991, -0.323], [0.654, 1.711, -1.335], [0.314, 3.106, -1.152], [-0.545, 3.140, -0.079], [0.382, -4.214, 0.903], [-1.206, -2.575, 2.513], [-1.014, -0.017, 1.901], [1.212, -0.988, -1.782], [1.085, -3.274, -1.113], [1.212, 1.207, -2.059], [0.655, 3.908, -1.891], [-1.075, 4.222, 0.474], [-1.373, 1.521, 1.337], [-0.715, 1.923, 0.432]]}

***

{"formula": "C22H37O3SiTi", "method": "wB97M-V/def2-TZVPD", "orbital_gap_ev": [4.402, 4.077], "spin_multiplicity": 2, "mol_weight_da": 425.49, "energy_ha": -2224.8445, "symbols": ["O", "C", "C", "H", "H", "C", "H", "H", "C", "H", "H", "H", "C", "H", "H", "H", "Ti", "C", "C", "C", "H", "C", "C", "H", "H", "H", "H", "C", "C", "C", "H", "C", "C", "H", "H", "H", "H", "O", "C", "C", "H", "H", "C", "H", "H", "C", "H", "H", "H", "H", "C", "Si", "C", "C", "O", "H", "H", "H", "H", "H", "H", "H", "H", "H"], "positions_angstrom": [[-1.458, 3.992, -1.655], [-1.505, 3.031, -0.902], [0.548, 0.737, -0.473], [-1.803, 1.995, -1.279], [-1.496, 3.049, 0.217], [1.641, 0.962, -1.362], [-0.493, 0.882, -0.843], [0.475, 1.476, 0.290], [1.871, 2.340, -1.798], [1.031, 2.686, -2.402], [2.793, 2.385, -2.399], [2.052, 3.076, -0.960], [2.619, -0.084, -1.593], [2.212, -0.946, -2.161], [2.958, -0.550, -0.658], [3.510, 0.281, -2.130], [-0.462, -1.099, -0.909], [0.184, -2.556, 0.992], [-0.958, -3.073, 0.327], [-0.637, -3.250, -1.070], [-1.874, -3.390, 0.815], [0.735, -2.770, -1.246], [1.202, -2.338, 0.049], [2.168, -1.911, 0.326], [0.310, -2.477, 2.075], [-1.311, -3.585, -1.851], [1.270, -2.777, -2.180], [0.492, 0.777, 2.592], [1.874, 0.331, 2.240], [2.603, 1.416, 1.860], [2.249, -0.672, 2.471], [1.744, 2.580, 1.812], [0.452, 2.214, 2.136], [-0.461, 2.812, 2.123], [0.524, 0.890, 3.692], [3.667, 1.424, 1.608], [2.041, 3.574, 1.430], [-0.444, -0.699, -2.673], [0.493, -1.108, -3.944], [0.293, 0.013, -4.963], [0.016, -2.064, -4.200], [1.545, -1.205, -3.636], [-1.094, 0.522, -4.719], [0.405, -0.398, -5.970], [1.050, 0.796, -4.853], [-1.505, 0.270, -3.250], [-1.789, -0.021, -5.356], [-1.179, 1.575, -4.978], [-2.458, -0.282, -3.184], [-1.478, 1.206, -2.665], [-2.661, -2.129, 3.420], [-1.572, -0.615, 3.505], [-2.477, 0.978, 3.825], [-0.324, -1.081, 4.829], [-0.569, -0.144, 2.174], [-3.323, -2.028, 4.297], [-2.105, -3.064, 3.572], [-3.310, -2.240, 2.546], [-2.923, 0.895, 4.821], [-1.789, 1.827, 3.807], [-3.263, 1.136, 3.082], [0.439, -1.762, 4.437], [0.152, -0.209, 5.286], [-0.896, -1.602, 5.608]]}

***

{"formula": "C2H5ClS", "method": "wB97M-V/def2-TZVPD", "orbital_gap_ev": [9.170, 6.071], "mol_weight_da": 96.58, "energy_ha": -937.4493, "symbols": ["C", "C", "S", "Cl", "H", "H", "H", "H", "H"], "positions_angstrom": [[-0.729, 0.936, -0.020], [0.289, 0.160, 0.676], [1.344, -2.186, -1.200], [1.626, 1.077, 0.972], [-1.516, 1.538, 0.594], [-0.123, 1.656, -0.534], [-1.388, 0.401, -0.690], [0.225, -0.822, 1.221], [0.271, -2.760, -1.020]]}

***

{"formula": "C4H8O2", "method": "wB97M-V/def2-TZVPD", "orbital_gap_ev": 8.841, "mol_weight_da": 88.11, "energy_ha": -307.5296, "symbols": ["C", "O", "C", "C", "C", "O", "H", "H", "H", "H", "H", "H", "H", "H"], "positions_angstrom": [[2.005, -0.305, -0.552], [1.049, -0.148, 0.493], [0.023, 0.647, 0.182], [-1.480, -0.759, -0.419], [-0.699, 1.253, 1.282], [-1.901, 1.432, 1.406], [2.923, -0.679, -0.093], [1.642, -1.037, -1.286], [2.181, 0.654, -1.047], [-0.755, 0.205, -0.738], [-1.856, -0.935, -1.432], [-0.897, -1.601, -0.050], [-2.262, -0.430, 0.261], [0.025, 1.703, 1.993]]}